Density functional theory data (the ωB97M-V functional and the def2-TZVPD basis) for a structure of composition C49H46As3BrCuF7N3O5.

Structure (ORCA input):
```
! RIJCOSX wB97M-V def2-TZVPD def2/J DEFGRID3
* xyz 1 1
Cu 0.76 1.65 -0.53
C 5.15 -4.54 -1.04
C 4.90 -3.70 0.20
N 3.72 -2.84 0.06
C 3.90 -1.59 -0.42
C 2.93 -0.65 -0.61
C 3.46 0.68 -1.19
O 4.59 0.64 -1.66
O 2.69 1.69 -1.14
C 1.59 -1.00 -0.26
O 0.56 -0.28 -0.38
C 1.40 -2.36 0.25
C 0.12 -2.75 0.66
C -0.10 -4.01 1.11
F -1.33 -4.35 1.57
C 0.92 -4.98 1.14
C 2.20 -4.59 0.78
C 2.45 -3.26 0.37
N 0.62 -6.29 1.56
C 1.69 -7.22 1.85
C 2.28 -7.82 0.55
N 1.20 -7.74 -0.50
C -0.13 -8.11 0.09
C -0.56 -6.95 1.01
H 6.03 -5.17 -0.91
H 5.31 -3.91 -1.91
H 4.30 -5.19 -1.26
H 5.75 -3.05 0.40
H 4.77 -4.32 1.09
H 4.91 -1.31 -0.69
H -0.66 -2.01 0.68
H 3.01 -5.29 0.84
H 1.30 -8.01 2.48
H 2.48 -6.73 2.42
H 2.56 -8.86 0.66
H 3.13 -7.26 0.16
H 1.43 -8.33 -1.29
H 1.15 -6.77 -0.84
H 0.03 -9.05 0.62
H -0.84 -8.28 -0.71
H -1.22 -7.34 1.79
H -1.12 -6.24 0.43
C -1.83 3.26 1.57
C -0.70 4.29 1.47
As 0.58 3.85 0.06
C 0.17 5.07 -1.39
C 0.51 4.65 -2.68
C 0.24 5.45 -3.77
C -0.37 6.68 -3.60
C -0.70 7.12 -2.32
C -0.42 6.31 -1.22
C 2.22 4.57 0.76
C 2.60 4.27 2.07
C 3.81 4.75 2.56
C 4.64 5.51 1.75
C 4.27 5.79 0.44
C 3.06 5.32 -0.05
As -2.91 3.10 -0.08
C -3.35 1.14 -0.09
C -4.71 0.87 -0.68
C -5.09 -0.40 -0.74
C -4.11 -1.40 -0.19
C -3.48 -0.96 1.09
C -3.08 0.30 1.15
C -4.62 3.67 0.67
C -5.18 4.83 0.14
C -6.35 5.35 0.67
C -6.97 4.71 1.74
C -6.42 3.55 2.27
C -5.25 3.04 1.75
H -2.51 3.51 2.39
H -1.37 2.30 1.79
H -0.13 4.24 2.40
H -1.06 5.31 1.36
H 1.00 3.69 -2.80
H 0.51 5.12 -4.77
H -0.59 7.31 -4.45
H -1.16 8.08 -2.17
H -0.66 6.67 -0.23
H 1.99 3.64 2.70
H 4.11 4.51 3.57
H 5.58 5.88 2.14
H 4.92 6.38 -0.19
H 2.78 5.54 -1.08
H -5.30 1.69 -1.07
H -6.02 -0.74 -1.18
H -4.50 -2.41 -0.16
H -3.33 -1.67 1.90
H -2.57 0.71 2.00
H -4.70 5.32 -0.70
H -6.78 6.25 0.26
H -7.89 5.12 2.15
H -6.90 3.06 3.10
H -4.81 2.15 2.19
F 0.77 1.53 2.09
As 0.58 0.52 3.52
F 0.17 -0.83 2.48
F 0.35 -0.47 4.91
F 2.25 0.08 3.42
F 0.95 1.90 4.50
F -1.12 0.96 3.52
Br -1.67 -3.72 -2.59
C -0.87 -2.06 -3.10
C 0.20 -2.17 -3.96
C 0.86 -1.04 -4.41
C 0.43 0.22 -4.01
C -0.64 0.33 -3.15
C -1.30 -0.80 -2.66
C -2.30 -0.57 -1.61
O -3.02 -1.55 -1.22
O -2.37 0.63 -1.15
H 0.52 -3.15 -4.29
H 1.72 -1.14 -5.06
H 0.95 1.11 -4.35
H -0.96 1.31 -2.82
*
```

molecular weight: 1258.1 g/mol
maximum force: 0.52 eV/Å
LUMO level: -3.30 eV

Here are the Löwdin charges for atoms 1 to 2, given in e: atom 1 (Cu): 0.194, atom 2 (C): -0.060

---

Density functional theory data (the ωB97M-V functional and the def2-TZVPD basis) for a structure of composition C49H46N5O5TeTi in a non-equilibrium geometry.

Structure (ORCA input):
```
! RIJCOSX wB97M-V def2-TZVPD def2/J DEFGRID3
* xyz -1 1
Ti -0.05 -1.17 -0.73
C -4.19 -0.89 -0.33
C -2.88 -0.93 -1.08
O -1.90 -1.52 -0.47
C -2.81 -0.47 -2.38
C -1.70 -0.72 -3.22
C -1.83 -0.56 -4.71
N -0.62 -1.21 -2.68
N 0.32 -1.84 -3.46
C 1.00 -2.65 -2.69
O 0.73 -2.77 -1.42
C 2.02 -3.53 -3.29
C 2.44 -3.39 -4.62
C 3.40 -4.24 -5.14
C 3.95 -5.25 -4.37
C 3.53 -5.40 -3.05
C 2.57 -4.55 -2.52
H -4.11 -0.25 0.54
H -5.00 -0.53 -0.97
H -4.43 -1.90 0.01
H -3.70 -0.02 -2.81
H -1.66 -1.52 -5.20
H -2.81 -0.17 -4.97
H -1.06 0.13 -5.07
H 2.02 -2.60 -5.23
H 3.73 -4.11 -6.17
H 4.69 -5.92 -4.78
H 3.95 -6.19 -2.43
H 2.24 -4.67 -1.50
C 3.14 1.22 0.13
C 2.78 0.51 -1.15
O 2.04 -0.47 -1.18
N 3.43 0.97 -2.26
C 3.09 0.59 -3.64
C 1.99 1.44 -4.25
C 2.29 2.54 -5.03
C 1.25 3.31 -5.53
C -0.04 2.96 -5.20
C -0.24 1.87 -4.36
N 0.75 1.10 -3.92
H 2.84 0.60 0.97
H 2.58 2.15 0.19
H 4.21 1.43 0.18
H 3.86 1.88 -2.17
H 2.77 -0.45 -3.62
H 4.01 0.70 -4.23
H 3.32 2.81 -5.23
H 1.46 4.17 -6.16
H -0.89 3.54 -5.54
H -1.23 1.56 -4.06
C 0.14 3.41 4.65
C 0.12 2.69 3.32
C -0.39 3.28 2.18
C -0.43 2.57 0.97
C -0.77 3.36 -0.23
O 0.04 3.45 -1.14
C -2.04 4.10 -0.25
C -3.09 3.81 0.62
C -4.25 4.56 0.61
C -4.40 5.62 -0.28
C -3.37 5.91 -1.16
C -2.21 5.16 -1.15
C -0.05 1.22 0.89
O -0.24 0.51 -0.22
C 0.47 0.59 2.09
C 0.59 1.40 3.25
C 0.86 -0.78 2.13
N 0.65 -1.67 1.11
C 1.03 -3.06 1.40
C 0.11 -3.88 2.34
Te -2.00 -3.93 1.88
C -2.57 -2.36 3.21
C -3.00 -2.65 4.50
C -3.31 -1.63 5.38
C -3.20 -0.30 4.98
C -2.80 -0.01 3.69
C -2.49 -1.03 2.80
C 1.50 -1.22 3.41
C 0.74 -1.33 4.58
C 1.33 -1.65 5.79
C 2.70 -1.87 5.87
C 3.46 -1.79 4.71
C 2.87 -1.47 3.50
H -0.43 4.34 4.60
H 1.16 3.65 4.96
H -0.30 2.77 5.42
H -0.72 4.32 2.19
H -2.99 2.98 1.30
H -5.05 4.33 1.31
H -5.31 6.21 -0.28
H -3.47 6.74 -1.85
H -1.39 5.38 -1.82
H 1.04 0.98 4.14
H 2.02 -3.09 1.87
H 1.08 -3.58 0.45
H 0.19 -3.54 3.37
H 0.43 -4.92 2.29
H -3.10 -3.68 4.80
H -3.64 -1.87 6.39
H -3.42 0.49 5.69
H -2.72 1.02 3.37
H -2.18 -0.80 1.80
H -0.33 -1.16 4.53
H 0.72 -1.72 6.68
H 3.16 -2.11 6.82
H 4.53 -1.97 4.75
H 3.48 -1.38 2.61
*
```

molecular weight: 960.4 g/mol
maximum force: 3.26 eV/Å
LUMO level (alpha / beta): 2.39 / 2.39 eV
energy relative to the best compared isomer or geometry (same formula, charge and spin): 71.0 kcal per mole

Here are the Löwdin charges for atoms 1 to 2, given in e: atom 1 (Ti): 0.997, atom 2 (C): -0.010

---

Density functional theory data (the ωB97M-V functional and the def2-TZVPD basis) for a structure of composition C49H47Cl3GaN4O7S.

Structure (ORCA input):
```
! RIJCOSX wB97M-V def2-TZVPD def2/J DEFGRID3
* xyz -1 1
Ga 0.59 -0.40 0.07
O -0.31 -1.19 1.55
C -1.53 -1.09 2.17
C -2.41 0.06 1.59
C -2.74 -0.13 0.15
C -4.04 -0.41 -0.27
C -4.30 -0.50 -1.63
C -3.25 -0.33 -2.52
C -1.97 -0.11 -2.02
C -0.78 -0.07 -2.90
C 0.09 -1.35 -2.75
O 0.48 -1.50 -1.43
C -0.71 -2.62 -3.12
C -1.64 -3.11 -2.19
C -2.40 -4.23 -2.46
C -2.23 -4.92 -3.65
C -1.30 -4.48 -4.57
C -0.54 -3.34 -4.30
C 1.27 -1.17 -3.71
C 1.09 -0.79 -5.04
C 2.17 -0.68 -5.91
C 3.45 -0.93 -5.46
C 3.65 -1.30 -4.14
C 2.56 -1.43 -3.28
N -1.73 0.00 -0.71
C -2.30 -2.41 2.02
C -3.57 -2.58 2.58
C -4.26 -3.76 2.44
C -3.69 -4.82 1.73
C -2.43 -4.67 1.18
C -1.74 -3.47 1.32
C -1.29 -0.79 3.66
C -1.06 -1.82 4.57
C -0.82 -1.55 5.91
C -0.82 -0.24 6.38
C -1.03 0.79 5.48
C -1.25 0.53 4.14
H -1.84 0.98 1.67
H -3.32 0.16 2.18
H -4.82 -0.53 0.46
H -5.30 -0.70 -1.98
H -3.40 -0.42 -3.58
H -0.13 0.76 -2.62
H -1.11 0.07 -3.93
H -1.75 -2.61 -1.24
H -3.12 -4.57 -1.72
H -2.82 -5.81 -3.86
H -1.14 -5.01 -5.49
H 0.19 -3.01 -5.03
H 0.10 -0.59 -5.43
H 2.00 -0.37 -6.93
H 4.30 -0.82 -6.13
H 4.65 -1.48 -3.76
H 2.73 -1.69 -2.25
H -4.01 -1.76 3.15
H -5.25 -3.87 2.87
H -4.23 -5.75 1.62
H -1.98 -5.48 0.63
H -0.76 -3.33 0.89
H -1.07 -2.84 4.23
H -0.65 -2.37 6.60
H -0.66 -0.03 7.43
H -1.01 1.82 5.82
H -1.38 1.37 3.46
C 5.28 3.58 4.67
C 4.03 3.34 3.86
C 4.10 2.75 2.60
C 2.96 2.55 1.84
C 1.73 2.95 2.33
C 1.64 3.52 3.60
C 2.79 3.72 4.35
S 0.27 2.79 1.33
O 0.41 3.71 0.23
O -0.85 3.01 2.22
O 0.26 1.37 0.88
H 6.09 2.93 4.35
H 5.10 3.41 5.73
H 5.63 4.61 4.56
H 5.06 2.43 2.20
H 3.03 2.06 0.88
H 0.66 3.82 3.97
H 2.71 4.17 5.33
Cl 3.42 3.62 -1.53
C 3.44 2.04 -2.36
Cl 2.22 2.05 -3.64
Cl 5.04 1.81 -3.09
C 3.14 0.94 -1.27
O 4.11 0.44 -0.72
O 1.91 0.78 -1.06
C 2.89 -1.61 4.90
C 2.26 -0.34 4.37
N 2.03 -0.45 2.94
C 2.62 -1.34 2.12
N 2.22 -1.42 0.88
C 2.89 -2.38 0.01
C 3.34 -3.61 0.78
C 4.29 -3.13 1.85
N 3.64 -2.09 2.64
C 4.08 -1.92 4.01
H 2.17 -2.43 4.84
H 3.19 -1.49 5.94
H 2.92 0.51 4.57
H 1.31 -0.14 4.86
H 1.13 -0.13 2.61
H 3.75 -1.90 -0.46
H 2.19 -2.66 -0.78
H 3.83 -4.32 0.12
H 2.48 -4.10 1.24
H 5.21 -2.75 1.40
H 4.57 -3.94 2.54
H 4.82 -1.12 4.09
H 4.57 -2.85 4.32
*
```

molecular weight: 1012.1 g/mol
maximum force: 0.53 eV/Å
LUMO level: 2.38 eV
energy relative to the best compared isomer or geometry (same formula, charge and spin): 0.0 kcal per mole

Here are the Löwdin charges for atoms 1 to 2, given in e: atom 1 (Ga): 0.352, atom 2 (O): -0.132

---

Density functional theory data (the ωB97M-V functional and the def2-TZVPD basis) for a structure of composition C49H47IKN3O2P2Te in a non-equilibrium geometry.

Structure (ORCA input):
```
! RIJCOSX wB97M-V def2-TZVPD def2/J DEFGRID3
* xyz -2 1
K 1.08 -1.94 0.28
Te -0.95 2.59 -2.13
C -1.59 4.30 -1.06
C -2.73 5.00 -1.41
C -3.09 6.13 -0.69
N -2.38 6.60 0.34
C -1.29 5.92 0.68
C -0.86 4.77 0.03
C -0.08 1.64 -0.45
P 1.58 0.95 0.04
C 2.39 2.63 0.10
C 2.68 3.20 1.34
C 3.13 4.51 1.45
C 3.28 5.29 0.30
C 2.97 4.74 -0.93
C 2.54 3.43 -1.03
C 2.27 0.49 -1.61
C 1.44 0.08 -2.65
C 1.94 -0.20 -3.92
C 3.29 -0.07 -4.17
C 4.14 0.33 -3.15
C 3.64 0.61 -1.89
P -1.11 0.50 0.32
C -0.60 0.34 2.09
C -0.07 1.45 2.76
C 0.26 1.37 4.10
C 0.08 0.19 4.80
C -0.45 -0.92 4.15
C -0.80 -0.84 2.80
C -2.76 1.29 0.50
C -2.94 2.33 1.41
C -4.15 3.02 1.46
C -5.19 2.66 0.61
C -5.02 1.62 -0.29
C -3.81 0.95 -0.34
H -3.35 4.67 -2.24
H -3.98 6.69 -0.94
H -0.71 6.32 1.50
H 0.04 4.25 0.35
H 2.53 2.61 2.23
H 3.35 4.93 2.42
H 3.63 6.31 0.38
H 3.05 5.35 -1.83
H 2.30 3.02 -2.01
H 0.38 -0.01 -2.46
H 1.26 -0.50 -4.70
H 3.68 -0.27 -5.16
H 5.20 0.46 -3.34
H 4.30 0.92 -1.09
H 0.12 2.35 2.19
H 0.67 2.24 4.60
H 0.36 0.12 5.84
H -0.60 -1.85 4.69
H -1.21 -1.70 2.30
H -2.14 2.63 2.06
H -4.27 3.84 2.14
H -6.13 3.20 0.65
H -5.82 1.35 -0.97
H -3.68 0.14 -1.05
N 2.72 -5.93 -0.67
C 1.52 -5.23 -0.38
O 1.64 -4.06 0.16
C 0.34 -5.83 -0.71
I 0.27 -8.30 1.61
H 3.48 -5.54 -0.12
H 2.61 -6.92 -0.52
H 0.31 -6.72 -1.32
H -0.59 -5.33 -0.48
N -1.48 -1.08 -0.05
C -2.12 -1.89 -0.79
C -2.85 -3.02 -0.15
C -3.35 -2.88 1.15
C -4.01 -3.92 1.76
C -4.15 -5.14 1.10
C -3.64 -5.29 -0.18
C -3.00 -4.23 -0.81
C -2.21 -1.84 -2.28
C -3.47 -1.79 -2.88
C -3.59 -1.79 -4.26
C -2.46 -1.89 -5.06
C -1.21 -2.00 -4.46
C -1.08 -1.97 -3.08
H -3.25 -1.92 1.64
H -4.40 -3.80 2.76
H -4.66 -5.97 1.58
H -3.69 -6.26 -0.67
H -2.58 -4.37 -1.80
H -4.35 -1.77 -2.25
H -4.57 -1.74 -4.71
H -2.55 -1.92 -6.14
H -0.33 -2.15 -5.08
H -0.11 -2.13 -2.63
C 5.31 -0.75 1.10
C 4.05 -0.41 1.89
C 3.59 -1.64 2.69
C 4.38 0.72 2.88
O 2.99 -0.05 1.04
H 6.11 -1.11 1.76
H 5.68 0.13 0.57
H 5.08 -1.53 0.36
H 4.34 -1.93 3.44
H 3.42 -2.48 2.01
H 2.65 -1.40 3.20
H 5.16 0.40 3.58
H 3.48 0.98 3.45
H 4.73 1.60 2.35
*
```

molecular weight: 1065.5 g/mol
maximum force: 1.63 eV/Å
LUMO level: 3.27 eV

Here are the Löwdin charges for atoms 1 to 2, given in e: atom 1 (K): 0.738, atom 2 (Te): 1.224